Record 1
# C24H45F2IN7O7

A 3-piece molecular cluster, C24H45F2IN7O7 overall at a distorted geometry (ωB97M-V/def2-TZVPD, the OMol25 dataset).

**Gap between HOMO and LUMO**: 5.2 eV

```
! RIJCOSX wB97M-V def2-TZVPD def2/J DEFGRID3
* xyz 1 1
C -2.011 6.275 1.999
C -1.771 5.236 1.186
C -2.484 3.930 1.440
C -3.734 3.840 0.573
N -4.593 5.033 0.397
C -5.849 4.529 0.261
N -6.917 5.262 0.324
O -6.710 6.630 0.490
C -6.574 7.169 -0.702
N -6.527 7.511 -1.817
C -8.330 4.813 0.205
F -8.489 3.598 0.745
C -9.261 5.785 0.915
C -9.063 5.753 2.430
N -5.886 3.137 0.061
C -4.699 2.687 0.841
I -4.058 0.800 0.078
C -5.239 2.510 2.255
O -4.770 3.017 3.230
N -6.376 1.627 2.328
C -6.607 1.216 3.661
O -5.964 0.396 4.239
F -7.665 1.810 4.202
H -1.994 6.155 3.073
H -2.207 7.252 1.578
H -1.064 5.254 0.365
H -1.851 3.100 1.124
H -2.695 3.800 2.497
H -3.333 3.643 -0.428
H -4.371 5.603 -0.413
H -8.602 4.785 -0.848
H -9.197 6.788 0.510
H -10.258 5.400 0.730
H -9.928 6.191 2.912
H -9.007 4.736 2.800
H -8.176 6.294 2.750
H -5.718 3.026 -0.941
H -7.176 2.183 2.025
C 3.329 -2.652 -1.943
O 1.945 -2.863 -2.173
C 1.274 -3.559 -1.133
C 0.365 -2.635 -0.347
N 1.127 -1.692 0.464
C 0.343 -0.592 1.017
C -0.391 0.341 0.054
O 0.442 1.174 -0.725
C 1.013 0.565 -1.875
H 3.780 -2.342 -2.883
H 3.499 -1.857 -1.207
H 3.823 -3.567 -1.611
H 1.979 -4.079 -0.479
H 0.651 -4.316 -1.617
H -0.271 -3.235 0.312
H -0.281 -2.125 -1.073
H 1.868 -1.299 -0.099
H 1.032 0.021 1.602
H -0.385 -1.008 1.722
H -0.985 1.023 0.669
H -1.108 -0.193 -0.584
H 0.340 -0.165 -2.330
H 1.968 0.096 -1.635
H 1.212 1.352 -2.601
C 7.963 -6.785 1.324
O 9.030 -6.135 0.661
C 9.586 -6.869 -0.424
C 9.212 -6.259 -1.760
N 7.798 -6.448 -2.062
C 7.300 -5.649 -3.181
C 7.403 -4.126 -3.101
O 6.557 -3.521 -2.139
C 7.040 -3.549 -0.807
H 7.788 -6.259 2.261
H 7.038 -6.751 0.737
H 8.210 -7.825 1.551
H 9.309 -7.926 -0.374
H 10.672 -6.806 -0.315
H 9.808 -6.732 -2.546
H 9.485 -5.197 -1.718
H 7.253 -6.217 -1.243
H 6.243 -5.898 -3.297
H 7.804 -5.983 -4.093
H 7.069 -3.737 -4.066
H 8.435 -3.779 -2.978
H 8.127 -3.457 -0.760
H 6.717 -4.457 -0.291
H 6.598 -2.704 -0.277
*
```

=====

Record 2
# C20H28HfNO2Se

C20H28HfNO2Se as an isolated structure at a distorted geometry (ωB97M-V/def2-TZVPD, the OMol25 dataset).

**Energy above the lowest of the compared OMol25 structures with the same formula, charge and spin**: 443.54 kJ/mol
**Gap between HOMO and LUMO**: 6.7 eV

```
! RIJCOSX wB97M-V def2-TZVPD def2/J DEFGRID3
* xyz 1 1
O -0.207 -0.833 -2.021
C -0.156 0.356 -2.971
C 0.051 -0.318 -4.310
H 0.695 1.027 -2.727
H -1.128 0.868 -2.859
C 0.027 -1.485 -3.345
H 0.987 0.015 -4.811
H -0.839 -0.229 -4.973
C 1.323 -2.278 -3.372
H 2.198 -1.664 -3.099
H 1.588 -2.529 -4.414
H 1.111 -3.209 -2.800
C -1.111 -2.420 -3.745
H -2.110 -1.942 -3.761
H -0.966 -3.352 -3.162
H -0.961 -2.671 -4.806
Hf -0.559 -0.796 0.670
C -2.590 -1.301 3.146
C -2.543 0.086 3.299
C -2.633 0.694 2.006
H -2.509 0.638 4.250
C -2.891 -0.334 1.028
C -2.700 -1.605 1.720
H -3.252 -2.501 1.405
H -2.576 -2.051 3.953
H -2.742 1.772 1.821
H -3.500 -0.187 0.109
C 1.116 -2.609 3.391
C 0.023 -2.799 2.536
C 0.494 -2.783 1.145
H -0.880 -3.319 2.828
C 1.945 -2.505 1.232
C 2.273 -2.464 2.588
H 3.298 -2.362 2.947
H 1.100 -2.523 4.485
H 0.165 -3.489 0.383
H 2.621 -2.529 0.355
O 2.338 3.241 -0.411
C 1.024 2.895 -0.843
C 0.061 3.868 -0.079
H 0.950 1.816 -0.530
H 0.733 3.021 -1.900
C 0.853 4.960 0.662
H -0.338 3.178 0.730
H -0.701 4.395 -0.651
C 2.184 4.147 0.757
H 0.300 5.350 1.595
H 0.874 5.782 -0.102
H 2.034 3.423 1.621
H 3.028 4.784 1.101
Se 1.390 1.398 4.690
C 0.748 0.934 3.145
N 0.363 0.439 2.094
*
```

=====

Record 3
# Cl2H3PSi

A 2-piece molecular cluster, Cl2H3PSi overall at a distorted geometry (ωB97M-V/def2-TZVPD, the OMol25 dataset).

**SMILES string**: [H]/P=[SiH]/Cl.Cl
**Energy above the lowest of the compared OMol25 structures with the same formula, charge and spin**: 259.25 kJ/mol
**Gap between HOMO and LUMO**: 8.3 eV

```
! RIJCOSX wB97M-V def2-TZVPD def2/J DEFGRID3
* xyz 0 1
H -0.877 1.430 0.067
P 0.447 1.025 -0.447
Si 0.094 -0.990 -0.073
Cl 1.422 -2.319 -0.779
H -0.774 -1.639 0.780
Cl -4.619 0.210 0.413
H -4.059 1.332 0.107
*
```

=====

| no. | DFT total energy (eV) |
| --- | --- |
| 1 | -63901.375 |
| 2 | -93420.107 |
| 3 | -42259.739 |